{"formula": "C28H80O12", "method": "ωB97M-V with the def2-TZVPD basis set", "smiles": "CC(C)O.CC(C)O.CC(C)O.CC(C)O.CC(C)O.CC(C)O.CC(C)O.CC(C)O.CO.CO.CO.CO", "homo_energy_ev": -9.81, "largest_force_ev_per_a": 1.32, "species": ["C", "C", "C", "O", "H", "H", "H", "H", "H", "H", "H", "H", "C", "C", "C", "O", "H", "H", "H", "H", "H", "H", "H", "H", "C", "C", "C", "O", "H", "H", "H", "H", "H", "H", "H", "H", "C", "C", "C", "O", "H", "H", "H", "H", "H", "H", "H", "H", "C", "C", "C", "O", "H", "H", "H", "H", "H", "H", "H", "H", "C", "C", "C", "O", "H", "H", "H", "H", "H", "H", "H", "H", "C", "C", "C", "O", "H", "H", "H", "H", "H", "H", "H", "H", "C", "C", "C", "O", "H", "H", "H", "H", "H", "H", "H", "H", "C", "O", "H", "H", "H", "H", "C", "O", "H", "H", "H", "H", "C", "O", "H", "H", "H", "H", "C", "O", "H", "H", "H", "H"], "xyz": [[24.2034, 1.5727, 24.9638], [25.4791, 1.7212, 24.1603], [26.1540, 0.3713, 23.9685], [25.2006, 2.3475, 22.9104], [23.6579, 2.5128, 25.0227], [24.4287, 1.2246, 25.9778], [23.5846, 0.7713, 24.5428], [26.1442, 2.3771, 24.7253], [26.3334, -0.0900, 24.9487], [27.1138, 0.4458, 23.4624], [25.4940, -0.3442, 23.4706], [24.3333, 2.0616, 22.6070], [27.2841, 8.1374, 30.2602], [28.1537, 8.9787, 29.3403], [28.2757, 10.4162, 29.7583], [29.4846, 8.4404, 29.2857], [27.6756, 8.1669, 31.2824], [27.2856, 7.0855, 29.9687], [26.2701, 8.5405, 30.2740], [27.7114, 8.8950, 28.3343], [28.7856, 10.9768, 28.9712], [28.8747, 10.4852, 30.6660], [27.3033, 10.8823, 29.9200], [29.3985, 7.4771, 29.3169], [29.2515, 9.4796, 25.9370], [30.3823, 10.3273, 25.3701], [31.1138, 9.6406, 24.2321], [29.9219, 11.5914, 24.8740], [28.5371, 10.1198, 26.4658], [29.5895, 8.7154, 26.6353], [28.6916, 9.0109, 25.1222], [31.1319, 10.5290, 26.1471], [31.4477, 8.6348, 24.4896], [32.0116, 10.1919, 23.9419], [30.4807, 9.5952, 23.3404], [29.7627, 12.1650, 25.6303], [20.5140, 6.0342, 27.5599], [19.6005, 5.2748, 26.5845], [18.8150, 6.1799, 25.6796], [20.3530, 4.4098, 25.7208], [19.8805, 6.6333, 28.2133], [21.1361, 6.6945, 26.9539], [21.1065, 5.3167, 28.1250], [18.9235, 4.6441, 27.1812], [18.1577, 5.5925, 25.0414], [19.5149, 6.6887, 25.0114], [18.2793, 6.9335, 26.2554], [20.9665, 3.8901, 26.2452], [24.2084, 5.6493, 26.7321], [25.1270, 5.9010, 25.5641], [25.7943, 7.2650, 25.6179], [26.1614, 4.9043, 25.6342], [23.2867, 6.2312, 26.6829], [24.6388, 5.8960, 27.7056], [23.9607, 4.5848, 26.7401], [24.5699, 5.8230, 24.6261], [26.6212, 7.2654, 24.8973], [26.2344, 7.4755, 26.5922], [25.1276, 8.0507, 25.2579], [26.3688, 4.6122, 24.7415], [29.2914, 5.5996, 23.4503], [29.9120, 4.2751, 23.0372], [29.4965, 3.1187, 23.9587], [29.5875, 3.9544, 21.6751], [30.0099, 6.3172, 23.8684], [28.5711, 5.4974, 24.2685], [28.8514, 6.1608, 22.6258], [31.0003, 4.3288, 23.0416], [28.5088, 3.2878, 24.3856], [30.2383, 2.9506, 24.7436], [29.5194, 2.2003, 23.3712], [28.6342, 4.0437, 21.5724], [21.6919, 2.1478, 27.6515], [22.0749, 0.8967, 28.3979], [22.0035, -0.3428, 27.5344], [23.4641, 1.1099, 28.7700], [21.6973, 2.9756, 28.3675], [20.6571, 2.0806, 27.3073], [22.4007, 2.3111, 26.8441], [21.4800, 0.7411, 29.3001], [22.3056, -1.2391, 28.0863], [22.6788, -0.2645, 26.6804], [20.9943, -0.5338, 27.1630], [23.7075, 0.4115, 29.3853], [28.9984, 5.4836, 27.6229], [30.3694, 5.2160, 28.2094], [31.4877, 5.8964, 27.4456], [30.3505, 5.6612, 29.5758], [28.8734, 5.0694, 26.6268], [28.7267, 6.5418, 27.6459], [28.2761, 5.0048, 28.2941], [30.5231, 4.1290, 28.1868], [31.5876, 5.5117, 26.4336], [32.4366, 5.6883, 27.9606], [31.3580, 6.9794, 27.4997], [31.2603, 5.8309, 29.8378], [26.6062, 10.3599, 23.5403], [27.2352, 11.6038, 23.7315], [27.0012, 9.8603, 22.6479], [26.7290, 9.7009, 24.4061], [25.5367, 10.5400, 23.4277], [28.1169, 11.4681, 24.1057], [25.6973, 3.7484, 29.1955], [24.3398, 3.6727, 29.5812], [25.8129, 4.1853, 28.1957], [26.2355, 4.3790, 29.9048], [26.1808, 2.7656, 29.1910], [24.0015, 2.8171, 29.2843], [22.0661, 6.8409, 23.1305], [20.7274, 6.7078, 22.6901], [22.1418, 6.6555, 24.2123], [22.6735, 6.0845, 22.6363], [22.4902, 7.8277, 22.9289], [20.2929, 7.5634, 22.7209], [24.5735, 10.3968, 27.2971], [23.7334, 11.4848, 26.9037], [25.3202, 10.8080, 27.9725], [24.0073, 9.6318, 27.8366], [25.0699, 9.9535, 26.4342], [22.9790, 11.1354, 26.4230]], "atomic_forces_ev_per_a": [[0.1, -0.5, 0.4], [-0.3, -0.4, 0.1], [0.0, -0.3, 0.6], [0.3, 0.3, 0.0], [-0.1, 0.0, -0.1], [0.1, 0.3, 0.0], [-0.2, 0.3, -0.2], [0.1, 0.1, -0.2], [0.1, 0.2, 0.0], [-0.1, 0.0, -0.2], [0.1, 0.2, -0.3], [0.0, -0.1, 0.0], [0.2, 0.3, 0.5], [0.1, -0.9, -0.2], [0.1, 0.3, -0.2], [-0.4, 0.2, 0.0], [0.0, 0.1, 0.0], [-0.2, 0.0, -0.2], [-0.1, -0.2, 0.0], [0.0, 0.3, 0.0], [0.0, 0.0, 0.1], [-0.1, 0.0, 0.1], [0.0, -0.1, 0.0], [0.4, 0.0, 0.2], [-0.4, 0.3, -0.2], [0.7, -0.3, 0.2], [0.2, 0.2, -0.4], [-0.2, -0.2, 0.0], [0.1, 0.0, 0.1], [0.2, 0.0, 0.0], [0.1, -0.1, 0.0], [-0.2, 0.0, 0.1], [-0.2, 0.0, 0.1], [-0.1, 0.1, 0.1], [-0.1, -0.1, 0.1], [-0.1, 0.0, 0.0], [-0.7, -0.2, -0.9], [0.4, -0.6, 0.5], [0.3, 0.2, -0.2], [0.0, 0.3, -0.1], [0.2, 0.0, 0.2], [0.2, 0.0, 0.3], [0.2, 0.2, 0.2], [-0.1, 0.1, -0.1], [-0.2, 0.1, 0.1], [0.0, 0.0, 0.0], [-0.2, -0.1, -0.1], [0.0, 0.0, 0.1], [-0.5, -0.1, 0.2], [0.5, 0.4, 0.5], [0.3, 0.0, -0.9], [-0.1, -0.3, -0.2], [0.0, 0.0, -0.3], [0.3, -0.1, -0.2], [-0.2, 0.1, 0.1], [0.0, -0.2, 0.0], [0.0, 0.0, 0.1], [-0.2, 0.1, 0.1], [-0.1, 0.1, 0.4], [0.0, 0.1, 0.0], [0.3, 1.0, 0.8], [-0.2, -0.5, -0.3], [0.5, -0.1, -0.3], [0.0, 0.2, 0.2], [0.2, -0.3, -0.1], [-0.2, -0.1, -0.3], [-0.2, -0.3, -0.2], [0.0, 0.1, -0.1], [0.0, -0.2, 0.1], [-0.2, 0.3, 0.2], [-0.2, 0.0, 0.0], [0.0, -0.1, 0.0], [-0.7, 0.1, 0.9], [0.8, -0.3, -0.4], [-0.1, -0.6, -0.1], [-0.4, -0.2, 0.2], [0.3, 0.1, -0.2], [0.1, -0.1, -0.3], [-0.1, 0.1, -0.1], [-0.1, 0.2, 0.0], [0.0, 0.1, 0.1], [-0.1, 0.1, 0.0], [0.0, 0.1, 0.0], [0.1, 0.0, 0.0], [-0.4, -0.1, 0.9], [-0.1, -0.1, -0.4], [0.5, 0.0, 0.8], [-0.2, 0.0, -0.3], [0.0, 0.1, -0.1], [0.3, 0.1, -0.3], [-0.1, -0.1, -0.3], [0.1, 0.0, 0.1], [-0.2, 0.2, -0.1], [0.0, 0.0, -0.2], [-0.1, 0.0, -0.4], [0.0, 0.0, 0.1], [0.1, 0.0, 0.1], [-0.1, 0.2, 0.1], [-0.2, -0.1, 0.0], [0.0, 0.0, -0.1], [0.0, 0.0, -0.2], [0.1, 0.1, -0.1], [0.2, 0.0, -0.2], [0.0, 0.1, 0.1], [0.0, -0.1, 0.1], [-0.1, 0.0, 0.1], [0.0, 0.0, 0.0], [-0.1, 0.0, 0.0], [0.1, -0.1, 0.5], [0.0, 0.0, -0.2], [-0.1, 0.0, -0.1], [0.0, 0.0, -0.1], [0.0, 0.0, -0.1], [0.0, 0.0, 0.0], [-0.4, 0.3, -0.1], [0.2, -0.1, 0.2], [0.1, 0.0, 0.0], [0.1, -0.1, 0.0], [0.1, 0.0, 0.0], [0.0, 0.0, 0.0]]}